No. 1
{
  "formula": "CH3N3S2",
  "method": "ωB97M-V/def2-TZVPD",
  "elements": ["C", "N", "N", "N", "S", "S", "H", "H", "H"],
  "positions_angstrom": [[-1.221921, -0.677634, -0.525168], [-0.349063, -1.315137, 0.246022], [0.706778, -1.115989, 0.841753], [1.243889, 0.128206, 1.087055], [-1.555251, 0.865482, -1.332140], [-0.149434, 2.275232, -1.551830], [-1.959753, -1.362968, -0.772859], [2.170119, 0.240172, 1.451245], [1.114635, 0.962636, 0.555922]],
  "forces_ev_per_a": [[1.008, 3.151, -0.414], [-0.559, -0.923, -0.653], [3.025, 1.797, 1.649], [-0.832, -0.355, -0.433], [1.157, -0.785, 0.409], [-0.716, -1.281, 0.620], [-1.979, -0.648, -0.610], [0.344, -1.506, 0.546], [-1.449, 0.549, -1.114]],
  "homo_ev": [-8.90, -8.50],
  "orbital_gap_ev": [7.34, 6.44],
  "total_energy_ha": -1000.403925,
  "e_lumo_ev": [-1.56, -2.06]
}


No. 2
{
  "formula": "C27H20Br5N2O5S5V",
  "method": "ωB97M-V/def2-TZVPD",
  "elements": ["V", "Br", "C", "C", "Br", "C", "Br", "C", "O", "C", "O", "C", "Br", "C", "S", "C", "C", "S", "S", "C", "S", "S", "H", "H", "H", "Br", "C", "C", "C", "C", "C", "C", "C", "O", "O", "H", "H", "H", "H", "N", "C", "C", "C", "C", "C", "N", "C", "H", "H", "H", "H", "C", "C", "C", "C", "O", "H", "H", "H", "H", "H", "H", "H", "H", "H"],
  "positions_angstrom": [[-0.358282, -0.013259, 0.045161], [-3.026349, 1.530904, -6.060542], [-2.794420, 1.368895, -4.192697], [-3.877232, 1.507885, -3.334026], [-5.615449, 1.766985, -4.025673], [-3.688423, 1.417977, -1.950887], [-5.120644, 1.564499, -0.725834], [-2.433393, 1.153311, -1.413127], [-2.133771, 1.050958, -0.154725], [-1.342714, 0.924232, -2.308506], [-0.249082, 0.536916, -1.692149], [-1.526363, 1.084030, -3.667702], [-0.012187, 0.862242, -4.779453], [-4.923889, -2.775623, -1.644677], [-4.500516, -3.464969, -0.017718], [-2.847720, -4.051940, -0.181107], [-1.732100, -3.374269, -0.550572], [-1.587182, -1.757430, -1.138894], [-0.266333, -4.357780, -0.599701], [-0.916143, -5.821901, 0.052529], [-0.018775, -7.152644, 0.395736], [-2.629552, -5.731828, 0.283584], [-5.854515, -2.233665, -1.486839], [-5.066465, -3.581121, -2.361890], [-4.145804, -2.097234, -1.975668], [2.855219, 0.588542, 2.973345], [2.435704, -1.260996, 3.143150], [2.420664, -1.828196, 4.405439], [2.047250, -3.156335, 4.540385], [1.703181, -3.898322, 3.420547], [1.753658, -3.323210, 2.160539], [2.120785, -1.991548, 2.004032], [2.285975, -1.383126, 0.619200], [3.414829, -1.301186, 0.171001], [1.217102, -1.000350, 0.004110], [2.671672, -1.232232, 5.272187], [2.031638, -3.612653, 5.521801], [1.392152, -4.930002, 3.523765], [1.518391, -3.909959, 1.285019], [-0.312285, 6.148279, 1.471249], [0.228408, 5.205858, 1.096816], [0.892467, 4.039491, 0.607686], [2.110594, 4.129502, -0.066397], [2.674696, 2.967553, -0.554715], [2.009526, 1.765381, -0.383209], [0.851492, 1.681266, 0.278419], [0.307463, 2.788840, 0.771503], [2.585971, 5.091617, -0.198672], [3.618100, 2.982876, -1.080185], [2.419752, 0.842607, -0.771618], [-0.632537, 2.684132, 1.296545], [-2.315787, 1.193075, 2.916566], [-1.751059, -0.211233, 2.667275], [-1.013694, -0.681171, 3.919233], [-2.890688, -1.169308, 2.328232], [-0.865020, -0.206702, 1.560481], [-3.049268, 1.143541, 3.720935], [-2.799894, 1.563043, 2.015222], [-1.518133, 1.877423, 3.216761], [-1.714096, -0.722507, 4.752894], [-0.215626, 0.021378, 4.165011], [-0.581775, -1.669482, 3.762669], [-3.584809, -1.251761, 3.164529], [-2.482557, -2.152997, 2.091286], [-3.418070, -0.796207, 1.452201]],
  "forces_ev_per_a": [[-0.109, -0.452, -2.857], [0.047, 0.001, -0.006], [-0.195, 0.041, 0.053], [0.139, -0.055, -0.120], [-0.019, 0.053, 0.029], [0.000, -0.029, 0.214], [0.063, 0.010, 0.056], [0.168, 0.227, -0.693], [0.254, -0.030, 0.261], [-1.200, 0.438, -0.208], [0.591, 0.489, -1.545], [0.364, -0.086, 0.000], [-0.002, -0.040, 0.103], [0.203, -0.359, 0.112], [0.035, 0.216, 0.115], [0.114, 0.074, -0.058], [0.069, -0.300, 0.213], [-0.489, -0.347, -0.297], [-0.418, -0.035, 0.092], [-0.176, 0.232, -0.039], [0.157, -0.201, 0.064], [0.210, 0.136, -0.160], [0.002, 0.014, -0.041], [-0.044, 0.057, -0.051], [0.034, 0.135, -0.008], [0.038, -0.027, 0.128], [-0.058, 0.023, -0.150], [-0.093, 0.065, 0.010], [0.028, -0.045, 0.011], [-0.038, -0.063, 0.010], [0.026, 0.065, 0.016], [-0.008, 0.188, -0.076], [0.351, -0.057, 0.223], [-0.168, 0.052, -0.098], [0.959, -0.668, 0.132], [0.019, 0.017, -0.018], [-0.030, 0.024, 0.011], [0.048, -0.014, -0.023], [-0.020, -0.019, 0.021], [0.066, -0.034, 0.017], [-0.163, 0.249, 0.127], [0.251, -0.301, -0.127], [-0.146, -0.068, 0.072], [0.013, 0.062, 0.023], [0.196, 0.019, 0.080], [0.287, 0.901, 0.108], [-0.040, 0.163, 0.072], [0.008, 0.004, -0.022], [-0.004, -0.017, -0.013], [-0.095, -0.049, -0.011], [-0.058, -0.028, -0.106], [0.252, -0.117, -0.326], [-1.024, 0.000, 0.848], [0.277, 0.055, -0.411], [0.256, 0.112, -0.252], [-0.885, -0.509, 4.361], [0.026, -0.006, 0.038], [-0.027, 0.037, -0.021], [-0.021, 0.017, 0.041], [-0.019, -0.010, -0.004], [0.070, -0.047, 0.049], [0.041, -0.053, 0.027], [0.024, 0.004, 0.034], [-0.069, -0.046, 0.017], [-0.068, -0.069, -0.051]],
  "s2": 0.759,
  "multiplicity": 2,
  "homo_ev": [-5.00, -5.07],
  "orbital_gap_ev": [6.43, 6.48],
  "charge": -1,
  "total_energy_ha": -17331.836678,
  "e_lumo_ev": [1.43, 1.41]
}


No. 3
{
  "formula": "C14H18N4O7Si",
  "method": "ωB97M-V/def2-TZVPD",
  "elements": ["O", "N", "O", "C", "C", "C", "N", "O", "O", "C", "N", "O", "N", "C", "C", "H", "H", "C", "Si", "C", "C", "O", "C", "C", "C", "C", "C", "O", "H", "H", "H", "H", "H", "H", "H", "H", "H", "H", "H", "H", "H", "H", "H", "H"],
  "positions_angstrom": [[-2.391477, -0.925838, 5.124152], [-2.294732, -0.466076, 3.983517], [-3.088210, -0.740937, 3.080518], [-1.197731, 0.444094, 3.691440], [-0.003692, 0.350813, 4.436389], [1.049662, 1.182172, 4.189048], [2.266567, 1.064573, 4.965986], [3.185327, 1.858318, 4.753334], [2.335321, 0.171072, 5.814631], [0.917505, 2.153129, 3.163936], [1.738591, 3.088750, 2.691511], [1.093030, 3.728569, 1.725805], [-0.120858, 3.232308, 1.552133], [-0.271988, 2.242997, 2.435504], [-1.344573, 1.377023, 2.702127], [0.075409, -0.393635, 5.218096], [-2.265549, 1.437179, 2.145469], [3.555381, -0.481695, -1.270529], [1.914731, -0.623665, -2.166264], [1.798529, 0.805643, -3.368405], [1.922018, -2.246228, -3.099697], [0.631740, -0.570930, -1.077024], [-0.646037, -0.675612, -1.584397], [-1.684580, -0.624441, -0.704416], [-3.110881, -0.785687, -1.100862], [-3.225869, -1.334338, -2.527158], [-2.181863, -0.660129, -3.417998], [-0.837745, -0.840144, -2.959805], [4.366138, -0.517177, -1.993352], [3.616050, 0.456247, -0.727348], [3.680327, -1.301453, -0.569882], [2.619502, 0.762169, -4.078760], [0.856652, 0.758820, -3.906005], [1.852709, 1.745863, -2.827965], [2.752379, -2.267897, -3.800323], [2.032256, -3.071090, -2.402368], [0.989918, -2.363387, -3.643631], [-1.448022, -0.502191, 0.336772], [-3.635883, -1.435444, -0.387527], [-3.622958, 0.182533, -1.034052], [-3.052853, -2.416582, -2.524708], [-4.239162, -1.198342, -2.930737], [-2.231520, -1.020649, -4.453915], [-2.353553, 0.421297, -3.453252]],
  "forces_ev_per_a": [[0.633, 0.774, -1.196], [-1.743, -1.447, 0.470], [1.102, 0.680, 0.701], [0.314, 1.123, -0.976], [0.792, -0.110, 0.645], [-0.585, -0.356, 0.003], [2.002, -0.247, 1.308], [-1.474, -0.744, -0.137], [-0.506, 0.780, -0.980], [1.171, 1.136, -0.472], [1.288, -0.436, 1.157], [-0.761, -1.114, 0.585], [-1.625, -0.288, -0.527], [0.572, 0.897, -0.543], [-1.110, -0.708, -0.032], [0.051, 0.050, -0.005], [-0.112, -0.022, -0.102], [-0.761, -0.007, 0.219], [0.962, -0.045, -0.899], [-0.174, -0.290, 0.358], [-0.217, 0.349, 0.303], [-0.776, -0.219, -1.652], [-1.893, 0.079, 1.451], [1.266, -0.153, -1.205], [-0.489, 0.047, -0.150], [0.190, -0.179, 0.119], [-0.513, 0.397, -0.008], [1.043, -0.195, 1.382], [0.051, -0.007, -0.139], [0.123, 0.153, 0.144], [0.127, -0.111, 0.164], [0.129, 0.021, -0.108], [-0.058, 0.087, -0.139], [0.013, 0.246, 0.014], [0.134, -0.018, -0.095], [0.028, -0.237, 0.059], [-0.046, -0.116, -0.110], [0.178, 0.044, 0.198], [0.135, 0.025, -0.178], [-0.043, -0.029, -0.063], [0.121, 0.107, 0.012], [0.327, 0.161, -0.008], [0.276, -0.085, 0.363], [-0.141, 0.003, 0.070]],
  "homo_ev": -8.26,
  "orbital_gap_ev": 5.89,
  "total_energy_ha": -1579.229376,
  "e_lumo_ev": -2.37,
  "smiles": "O=[N+]([O-])c1cc([N+](=O)[O-])c2nonc2c1.C[Si](C)(C)OC1=CCCCO1"
}